{"formula": "C52H131N9O17", "method": "ωB97M-V/def2-TZVPD", "charge": 0, "smiles": "COC[C@H](C)N.COCCNCCOC.COCCNCCOC.COCCNCCOC.COCCNCCOC.COCCNCCOC.COCCNCCOC.COCCNCCOC.COCCNCCOC", "homo_energy_ev": -8.138, "total_energy_ev": -104246.492, "relative_energy_kj_mol": 853.4, "symbols": ["O", "O", "O", "O", "O", "O", "O", "O", "O", "O", "O", "O", "O", "O", "O", "O", "O", "N", "N", "N", "N", "N", "N", "N", "N", "N", "C", "C", "C", "C", "C", "C", "C", "C", "C", "C", "C", "C", "C", "C", "C", "C", "C", "C", "C", "C", "C", "C", "C", "C", "C", "C", "C", "C", "C", "C", "C", "C", "C", "C", "C", "C", "C", "C", "C", "C", "C", "C", "C", "C", "C", "C", "C", "C", "C", "C", "C", "C", "H", "H", "H", "H", "H", "H", "H", "H", "H", "H", "H", "H", "H", "H", "H", "H", "H", "H", "H", "H", "H", "H", "H", "H", "H", "H", "H", "H", "H", "H", "H", "H", "H", "H", "H", "H", "H", "H", "H", "H", "H", "H", "H", "H", "H", "H", "H", "H", "H", "H", "H", "H", "H", "H", "H", "H", "H", "H", "H", "H", "H", "H", "H", "H", "H", "H", "H", "H", "H", "H", "H", "H", "H", "H", "H", "H", "H", "H", "H", "H", "H", "H", "H", "H", "H", "H", "H", "H", "H", "H", "H", "H", "H", "H", "H", "H", "H", "H", "H", "H", "H", "H", "H", "H", "H", "H", "H", "H", "H", "H", "H", "H", "H", "H", "H", "H", "H", "H", "H", "H", "H", "H", "H", "H", "H", "H", "H", "H", "H", "H", "H"], "coordinates": [[4.7951, -2.2729, -0.2056], [0.3562, -0.5409, 0.2222], [1.7191, -0.7677, -4.1706], [-3.9231, -3.8948, -5.7014], [-0.0333, 6.0720, -1.9407], [-2.1689, 3.4269, -5.9622], [-5.1115, -0.3659, -0.6812], [0.1341, -6.1444, -1.7565], [-1.9219, -2.4695, 3.7757], [1.1163, 6.6151, 4.3752], [5.0767, -8.4826, 1.4895], [-4.6205, 4.5259, -0.2545], [-5.3740, 1.8276, 3.9141], [3.9053, 1.4672, 0.5583], [2.9262, -6.5771, 3.6757], [1.7468, 10.4300, 0.4077], [-1.5677, -7.8161, 2.7579], [-4.3220, -3.2987, -2.6599], [1.7124, 0.8796, 2.1467], [3.0097, -3.9680, 1.7933], [-2.0582, -4.7427, 2.0359], [3.5204, 0.8545, -2.5341], [2.7672, -7.1192, -0.8503], [0.0535, 3.6745, -3.5864], [1.9817, 9.1460, 3.7682], [-5.7468, 4.3763, 2.4212], [1.2897, -2.0162, -4.5585], [0.0080, 2.9300, -4.9434], [0.2232, 2.7648, 1.6039], [-1.6612, -7.3680, 4.1437], [2.9012, 8.1524, 4.3213], [-2.8290, 4.4087, -5.1805], [0.4599, 0.8558, 0.2302], [-4.7153, 0.6075, 0.3807], [-4.2886, 5.4248, 0.7230], [3.2561, 1.0482, -3.9788], [3.5515, 2.1670, -1.7733], [3.3792, -2.1616, 0.0719], [-0.8131, -1.7073, 4.2614], [-3.5348, 4.2560, -1.2181], [1.9190, -5.8256, 3.1538], [-5.0586, 0.6759, 4.7661], [3.3370, -8.1513, -0.0951], [0.2417, -1.0495, -1.1070], [4.5173, -7.4263, 0.7008], [-2.1929, -7.2129, 1.6516], [-0.7973, 3.6546, -6.0997], [5.0850, -2.1946, -1.6316], [2.9827, -0.3133, -4.5706], [2.1896, -7.6637, -2.0492], [-0.5524, -4.9554, -2.1893], [1.5053, 10.4329, 1.7934], [0.0400, 6.5422, -0.5777], [0.4630, 1.2189, 1.6259], [1.2288, -6.6487, -2.6413], [1.2016, 11.4758, -0.3796], [-5.0927, -2.1148, -2.1943], [2.7345, -7.9753, 3.5017], [-1.5675, -5.8303, 1.2606], [-4.2602, -1.4393, -1.0657], [1.2235, 5.4642, -2.3517], [0.6280, 5.3810, 3.8814], [-5.4880, 5.5980, 1.7158], [2.9645, -2.5403, 1.5288], [-5.2037, -3.7239, -4.9962], [-5.4029, 3.0584, 4.6335], [1.8399, 9.0592, 2.3404], [4.3914, 2.3333, -0.4830], [6.2908, -8.0466, 2.1810], [-5.1653, -4.1447, -3.5651], [0.9036, 4.8448, -3.6362], [-4.9917, 4.2877, 3.6885], [2.3874, -4.3982, 3.0534], [4.7235, 1.7158, 1.6679], [-3.8325, -3.6551, -7.0589], [2.4899, 6.7184, 4.1149], [-2.2999, -2.3280, 2.3961], [-1.5850, -3.4430, 1.5733], [-1.8620, -5.8026, 0.2115], [1.0596, 3.3412, 1.2085], [4.2949, 3.3641, -0.1421], [-4.5634, 3.2080, 5.3124], [1.8534, -0.1189, 2.0899], [-0.4736, 1.9631, -4.7978], [2.6150, -8.4802, 0.6524], [-0.8578, 7.0637, -0.2458], [2.1935, 11.1858, 2.1777], [3.9505, 8.3895, 4.1459], [4.8266, -1.2193, -2.0441], [3.9651, 2.9348, -2.4271], [-3.2839, -1.1446, -1.4504], [-3.7380, 3.2873, -1.6745], [-5.4671, -2.6838, -5.1883], [0.4989, 10.7386, 2.0793], [-4.0083, 1.3897, 0.1044], [-3.6079, -3.0231, -3.3188], [0.7301, -7.2242, -3.4212], [2.8155, -0.4010, -5.6441], [3.1989, -1.1159, -0.1774], [7.1526, -8.5661, 1.7621], [1.9131, 6.2722, -2.5958], [-2.6060, 4.1446, -0.6586], [1.6790, -6.1222, 2.1328], [4.7614, 2.7444, 2.0267], [1.2999, 1.2483, -0.3429], [-3.2895, 5.2498, 1.1222], [0.9019, 7.1815, -0.3868], [2.3473, 1.6286, -4.1377], [0.6132, -1.8486, -5.3966], [-6.0144, -2.4174, -1.6973], [0.0599, -4.1094, -1.8770], [1.9945, -2.7712, -4.9067], [2.4801, 1.2604, 1.6123], [-0.3617, 0.6580, 2.0657], [1.0251, 2.7175, -5.2725], [-6.4030, 5.8566, 1.1827], [4.0414, 1.6002, -4.4953], [-0.4723, 4.6693, -6.3296], [-5.2025, -1.3485, -2.9617], [3.4494, -1.9717, 2.3223], [0.2971, 4.7102, 4.6743], [-5.8531, 0.6487, 5.5119], [-0.5156, -3.4600, 1.7831], [-0.3183, 1.3736, -0.3305], [-0.3013, 5.5218, 3.3294], [-1.8898, -3.1895, 0.5579], [-6.2870, 3.1105, 5.2690], [-5.2369, -0.2925, 4.2984], [-3.1704, -7.0828, 2.1158], [-2.1640, -4.8295, 3.0366], [-6.1256, -4.3982, -3.1161], [2.9054, -8.0034, -2.7977], [2.9266, 6.4832, 3.1443], [4.2211, -6.5139, 1.2183], [-5.2716, 6.3470, 2.4775], [0.0174, -1.9859, 3.6127], [-1.5049, -4.7242, -1.7124], [-4.3849, -4.4200, -7.6047], [-0.6763, -5.0417, -3.2688], [2.1681, -8.4792, 4.2849], [-3.4465, 5.0793, -1.9270], [0.0933, 3.1142, 2.6281], [0.9526, 8.4546, 2.1527], [-3.3871, -2.3904, 2.3517], [-1.7189, -6.2866, 4.2681], [-2.0192, -1.3347, 2.0458], [1.5384, -3.7416, 3.2437], [5.4176, 2.2141, -0.8307], [-4.1264, -2.1251, -0.2290], [0.2280, 5.6426, 0.0082], [5.3316, -7.0692, 0.0703], [1.1154, 9.1099, 4.2863], [3.8950, -4.4283, 1.6367], [0.5293, 5.5964, -4.3312], [0.1659, 11.1386, -0.4212], [-2.8114, -3.4414, -7.3748], [-4.6859, -5.1234, -3.5433], [3.2205, -4.2599, 3.7425], [1.6822, -8.5400, -1.6458], [4.5070, 0.9893, 2.4511], [3.1091, 6.1420, 4.8022], [-5.6100, 3.5687, 1.8302], [-0.6266, -1.7817, 5.3327], [1.0081, -5.8072, 3.7522], [-5.5173, 1.2587, 0.7283], [0.0146, -2.1150, -1.0721], [2.9303, 8.2598, 5.4056], [6.1355, -2.2973, -1.9035], [-5.8785, -4.4480, -5.4528], [2.7492, 8.6919, 1.8646], [2.9196, 0.1453, -2.1390], [0.6167, -2.5540, -3.8908], [5.7653, 1.5338, 1.4040], [1.4576, 12.4267, 0.0877], [1.5754, 4.6816, -1.6794], [-2.6413, 4.5132, -4.1119], [-4.3682, -2.7536, -7.3560], [4.5716, -2.9035, -2.2812], [3.7903, -0.9615, -4.2302], [-3.9117, 4.4566, -5.2964], [-0.4869, 3.0301, -6.9374], [1.9149, -5.8802, -2.9975], [2.0184, -6.7780, -0.2647], [-2.2778, -7.8883, 0.8003], [-0.8657, 4.0312, -3.3672], [2.3257, -8.2883, 2.5410], [6.1778, -8.5324, 3.1502], [-4.0469, 6.3766, 0.2500], [2.8016, -2.7530, -0.6385], [1.9428, -2.1610, 1.5466], [-2.3714, -7.9881, 4.6907], [-1.0871, -0.6534, 4.2132], [2.5219, 2.5154, -1.6916], [-0.4899, -5.9939, 1.2475], [1.3370, 4.6376, 3.5173], [6.4772, -6.9727, 2.1899], [-5.1777, 5.1444, 4.3362], [-4.0528, 0.6599, 5.1858], [-3.9590, 4.0291, 3.4545], [-4.3767, 0.1288, 1.2996], [3.6572, -8.5109, 3.7253], [1.8993, 4.5069, -3.9237], [-0.6895, -7.6213, 4.5676], [3.8264, -9.0210, -0.5335], [-2.7178, 5.3298, -5.7526], [1.2336, -1.0674, -1.5585], [1.6535, 11.5539, -1.3684], [-0.6388, 3.0727, 1.0121], [-0.4632, -0.6421, -1.8318]], "forces_ev_per_angstrom": [[0.283, -1.030, -1.096], [-0.882, -0.599, -1.861], [-0.406, 0.489, 2.935], [0.514, -0.309, 2.706], [0.619, 0.418, 1.155], [-0.950, 0.237, 0.843], [0.310, 2.258, 1.476], [1.031, -0.892, 0.138], [-0.735, -0.307, 1.149], [0.626, -1.057, -1.080], [0.997, 1.694, 0.698], [0.497, -1.854, -1.849], [1.049, -0.821, 0.531], [1.381, 1.161, -1.157], [1.036, -2.003, 0.391], [0.797, -1.056, -1.131], [1.975, -1.292, 0.968], [-1.855, -0.217, -0.694], [1.638, -0.674, 2.555], [-1.376, -0.569, -1.081], [-0.994, 0.734, -1.137], [1.605, 1.772, 0.116], [0.282, 0.922, -1.598], [0.106, -0.974, -1.265], [1.659, -0.067, 0.936], [-0.422, -0.105, 1.813], [-1.344, -0.920, -1.680], [-0.874, 2.020, 1.084], [-0.045, -0.331, 1.287], [0.883, -0.571, -1.554], [-0.592, 1.022, 1.942], [-0.827, 1.424, -1.479], [-0.904, -0.203, -2.508], [-0.054, -0.795, -0.421], [-0.002, 2.340, 0.239], [-1.146, -0.261, 0.785], [-0.627, -0.510, -0.698], [1.150, 0.388, 0.169], [-1.009, 0.361, -1.215], [-1.064, 0.097, 1.683], [-0.777, 1.489, -1.115], [-1.463, 0.677, -0.222], [2.991, 1.234, 3.314], [1.136, -1.441, 0.196], [-0.060, -2.184, -0.637], [-0.789, 1.894, 2.231], [1.604, -2.251, 0.678], [-0.344, 0.643, 0.258], [-0.043, -0.693, -1.023], [-1.906, 0.204, 1.713], [1.492, -0.328, -0.268], [1.036, 0.945, -0.494], [0.582, -0.974, -0.431], [-0.758, 2.795, -0.900], [-1.183, -0.208, -0.068], [0.046, -0.705, 1.057], [2.282, -0.120, 1.018], [0.565, -0.870, 1.113], [-0.901, -2.630, -0.083], [-1.182, 0.163, -0.118], [-2.236, 1.199, 0.186], [-1.116, -1.157, 1.304], [1.168, -0.763, -0.656], [0.406, -0.046, -1.105], [0.423, -0.306, -2.120], [1.142, 0.806, -0.951], [-1.345, 0.672, 0.222], [-1.897, -0.824, -1.461], [-0.921, -1.890, -0.187], [1.872, -0.595, 1.269], [0.880, -1.134, -1.377], [-1.896, -2.817, -0.387], [1.258, 1.084, -0.403], [1.424, -0.950, 0.676], [-1.579, 0.852, -0.503], [1.869, 0.944, 0.079], [1.692, -0.350, 0.714], [-1.356, 0.477, 1.893], [-0.049, 0.918, -0.151], [0.374, -0.349, -0.130], [-0.113, 0.236, -0.028], [0.282, -0.907, 0.550], [-0.127, -0.186, 0.170], [-0.089, 0.079, 0.143], [0.131, -0.637, 0.045], [-0.110, -0.220, -0.406], [0.021, 0.040, 0.704], [0.022, -0.299, -1.006], [-0.250, 0.327, 0.325], [0.330, -0.193, -0.415], [0.183, 0.345, 0.029], [-0.247, 0.282, -0.223], [-0.577, 0.021, 0.207], [-0.368, -0.036, -0.190], [0.676, -0.543, -0.697], [0.556, 0.523, 0.306], [-0.070, 0.617, -0.639], [1.389, 0.795, -0.591], [-0.723, 0.304, 0.544], [0.113, 0.206, -0.496], [0.512, -0.041, 0.665], [0.237, 0.145, 0.007], [-0.316, -0.380, -0.197], [-0.807, 0.214, 0.098], [0.919, -0.357, 0.315], [-0.026, -0.885, 1.026], [0.085, 0.344, -0.338], [-0.249, 0.278, 0.084], [-0.048, -0.150, -0.626], [-0.147, -0.053, -0.558], [0.302, 0.296, -0.564], [0.758, 0.361, 0.211], [-0.506, 0.273, -0.162], [0.002, 0.296, 0.546], [0.082, 0.313, 0.096], [0.254, 0.358, -0.353], [0.384, -0.335, 0.203], [-0.369, 0.303, 0.336], [-0.600, -0.057, -0.100], [0.674, 0.413, -0.123], [-0.403, 0.446, 1.039], [0.363, 0.220, 0.750], [0.429, 0.895, -0.674], [-1.049, -0.535, -0.061], [0.470, 0.103, -0.735], [0.476, -0.671, -0.419], [-0.483, 0.382, -0.465], [0.254, 0.377, -0.975], [-0.911, 0.683, -1.184], [0.409, 0.008, -0.273], [-0.299, 0.732, -0.245], [0.158, 0.360, 0.015], [-1.234, -0.756, -0.768], [-0.543, -0.336, 0.684], [0.049, 0.327, -0.346], [0.595, 0.534, 0.443], [-0.158, -1.058, 0.163], [0.601, -0.498, -0.415], [-0.162, 0.515, -0.114], [-1.141, 0.691, 0.228], [-0.043, -0.058, -0.095], [-0.159, 0.069, -0.011], [0.264, -0.698, -0.755], [0.030, -0.362, -0.042], [-0.641, -0.071, -0.024], [0.190, 0.133, -0.220], [0.192, 0.201, 0.168], [0.382, -0.702, 0.772], [0.133, -0.200, 0.049], [-0.315, 0.007, 0.602], [-0.234, -0.070, -0.865], [-0.076, -0.113, -0.353], [0.120, 0.486, -0.002], [0.178, 0.254, -0.199], [-0.502, 1.342, -0.476], [0.079, -0.757, 0.195], [0.228, -0.224, -0.268], [-0.633, 0.084, 1.228], [-0.719, -0.636, -0.928], [-0.342, 0.336, 0.103], [-0.202, -0.462, 0.328], [0.074, -0.098, 0.134], [-0.073, -1.150, -0.124], [-0.230, -0.478, 0.232], [-0.923, -0.708, -0.565], [-0.281, -0.053, 0.522], [-0.552, 0.491, 0.317], [0.223, -0.253, 0.954], [-0.537, 0.368, -0.448], [-0.137, -0.128, 0.038], [-0.302, 0.348, 0.098], [0.340, 0.475, 0.975], [0.259, -0.256, -0.190], [-0.782, 0.325, 0.213], [0.123, 0.318, 0.505], [0.562, -0.245, -0.159], [-0.233, 0.561, 0.174], [-0.442, -0.550, 0.496], [0.043, -0.449, -0.133], [-0.304, -1.571, 0.079], [-0.198, 0.191, -0.494], [-0.631, 0.640, -0.228], [-0.257, 0.579, -0.391], [0.491, -0.194, 0.286], [-0.254, -0.400, 0.049], [0.141, 0.380, -0.007], [0.180, 0.766, 0.468], [-0.495, 0.800, -0.259], [-0.037, -0.422, 0.069], [-0.453, -0.456, 0.103], [-0.520, 0.500, -0.092], [0.340, 0.393, -0.684], [-0.288, 0.034, 0.648], [0.465, 0.226, 0.147], [0.481, 0.969, -1.195], [-0.383, -0.057, 0.180], [0.434, 0.318, -0.424], [-0.030, 0.452, 0.037], [0.498, 0.674, 0.382], [0.259, -0.415, -0.182], [0.564, 0.525, -0.812], [0.114, -0.131, -0.873], [0.106, -0.082, -0.031], [-0.415, 0.229, -0.753], [1.015, 0.818, 0.648], [0.109, 0.466, -0.336], [0.058, -0.713, 0.020], [-0.192, -0.281, 0.106], [-0.219, 0.842, 0.525]]}